1.
C5H13NS | ωB97M-V/def2-TZVPD

Structure (XYZ):
```
20
Properties=species:S:1:pos:R:3:forces:R:3:mulliken_spin:R:1
C 1.548855 -0.873350 -0.255882 0.4 1.2 0.4 0.025
C 0.341105 -1.757495 -0.140275 -0.4 -0.6 1.8 -0.001
S -0.404097 -1.690986 1.571069 0.0 0.5 -0.3 0.031
C 1.232560 0.610823 0.033462 1.0 -0.7 -0.9 -0.004
N 0.297148 1.171660 -0.898092 -1.7 -0.7 1.1 0.770
C -0.798906 1.966297 -0.347628 0.7 0.1 -1.0 0.022
C -1.742660 2.468369 -1.440091 0.5 0.1 0.4 0.018
H 2.093296 -0.960305 -1.193725 -0.1 -0.2 -0.2 0.002
H 2.280578 -1.043636 0.538458 0.0 -0.7 -0.1 -0.002
H -0.495334 -1.489804 -0.772526 -0.1 -0.1 -0.4 0.001
H 0.540798 -2.819312 -0.206504 0.3 0.0 -0.8 0.001
H 0.760554 -1.741286 2.236187 0.0 -0.1 0.0 -0.001
H 0.849796 0.684956 1.050100 -0.2 0.4 0.1 0.030
H 2.177545 1.166616 -0.054396 -0.2 0.2 0.2 0.054
H -0.096406 0.536567 -1.596458 0.8 0.1 -0.5 -0.021
H -1.288225 1.167423 0.242884 0.0 0.4 0.6 0.060
H -0.302780 2.745174 0.235623 -0.6 -0.1 0.5 0.018
H -1.495408 1.934473 -2.356525 -0.4 0.0 -0.2 -0.001
H -2.778962 2.314514 -1.147920 0.0 0.0 -0.2 -0.003
H -1.569233 3.527178 -1.607155 -0.1 0.0 -0.1 0.002
```
Positions in Å, forces in eV/Å.

Summary:
* gap between HOMO and LUMO (spin up / spin down): 10.15 / 5.30 eV
* total charge: +1
* molecular weight: 119.2 u
* ΔE to the lowest compared entry with this formula, charge and spin: 38.2 kJ/mol
* E_tot: -650.91872 Eh
* LUMO (spin up / spin down): -2.90 / -7.67 eV
* 2S+1: 2

***

2.
C23H58Cl6N2O17P3V | ωB97M-V/def2-TZVPD

Structure (XYZ):
```
110
Properties=species:S:1:pos:R:3:forces:R:3:mulliken_charge:R:1
O 2.940704 -1.740060 0.432706 0.0 -2.1 2.5 -0.596
V 2.593026 -2.419542 1.865007 -3.7 4.6 -4.5 1.361
O 2.285650 -3.930120 1.577831 0.8 -0.4 0.6 -0.690
C -0.630685 -0.389816 0.196384 -0.7 -0.3 0.1 0.870
C -0.666294 -1.517959 1.212709 0.0 -1.0 -1.7 0.998
O 0.531445 -1.704229 1.846949 3.1 -0.5 2.0 0.225
H -1.539083 -0.403872 -0.416426 -0.3 0.1 0.3 0.084
H 0.144657 -0.543979 -0.553273 0.4 0.3 0.5 -0.484
H -0.589952 0.534704 0.774436 0.4 0.3 -0.6 -1.093
H -0.951827 -2.440306 0.676484 -0.1 -0.1 -0.1 -0.300
H -1.505852 -1.374200 1.910710 0.1 0.3 0.0 -0.903
C -0.382482 2.719380 -1.848574 -0.2 0.0 -0.9 -0.676
C 0.715780 3.682999 -1.457317 1.1 -0.6 -0.2 -0.011
O 1.703063 3.793633 -2.171002 0.1 0.5 0.1 -0.728
N 0.534979 4.273071 -0.261255 2.7 1.9 -1.4 0.032
C 1.467120 5.141590 0.389706 0.5 0.6 -0.5 -1.070
H -0.457206 1.886558 -1.147717 -0.1 0.2 -0.3 -0.445
H -0.224378 2.280646 -2.829817 0.3 0.4 -0.2 0.311
H -1.304820 3.305339 -1.856942 0.4 -0.3 -0.2 1.477
H -0.323408 4.002640 0.194572 1.3 1.4 -0.2 0.564
H 1.044905 5.401698 1.359384 0.0 0.3 0.0 0.333
H 1.649734 6.022977 -0.228938 -0.1 0.3 0.3 0.375
H 2.474076 4.761178 0.578181 -0.1 -0.6 -0.1 0.222
C 2.348057 0.450237 -1.740692 0.2 0.6 0.3 2.093
C 3.253624 0.892919 -2.870831 1.7 0.8 0.2 -0.069
O 4.007896 1.857645 -2.759591 -0.4 -0.1 0.1 -0.709
N 3.353095 0.066236 -3.916607 -0.8 -0.9 -0.8 0.146
C 4.200742 0.213807 -5.111479 -0.6 0.2 1.3 -1.068
H 1.398687 0.983764 -1.712319 0.0 -0.2 -0.5 -0.917
H 2.868154 0.820705 -0.856862 0.0 -0.3 0.1 -1.378
H 2.206172 -0.625173 -1.679884 0.0 0.1 -0.1 0.684
H 2.683458 -0.692064 -3.881240 0.2 -0.1 -0.4 0.264
H 4.080173 1.200355 -5.556190 -0.1 0.0 -0.1 0.316
H 3.874995 -0.574005 -5.786588 0.3 0.1 -0.2 0.364
H 5.246869 0.098579 -4.830599 0.1 -0.1 -0.2 0.300
C -3.634769 2.621205 -1.136241 0.8 -0.3 -1.8 0.061
O -3.606102 3.435232 0.017472 1.0 0.0 1.9 -0.559
P -2.380204 3.245359 1.052333 -1.8 -1.0 0.5 0.031
O -1.054756 3.022643 0.430698 -5.1 -2.6 3.4 0.641
O -2.527046 4.465321 2.049307 1.0 -0.2 -1.2 -0.413
C -3.674323 4.660871 2.851475 -0.7 0.1 0.8 -0.789
O -2.824803 2.013980 1.973217 -0.4 0.1 -0.1 0.080
C -2.017345 1.579747 3.067793 1.3 -0.5 0.2 -0.404
H -4.191704 3.136043 -1.919003 -0.4 0.0 0.4 0.416
H -3.993229 1.599789 -1.009839 -0.3 0.2 0.5 0.012
H -2.626657 2.570871 -1.555210 -0.5 -0.4 0.3 -0.456
H -3.360702 5.327848 3.652782 -0.2 0.2 -0.2 0.275
H -4.028953 3.745726 3.329336 0.2 -0.2 -0.2 0.295
H -4.508596 5.067802 2.280664 0.2 0.2 -0.1 0.280
H -1.425177 0.717515 2.755027 -0.1 -0.1 -0.1 -0.113
H -2.562957 1.260919 3.954127 -0.7 0.2 -0.4 0.329
H -1.275356 2.302985 3.412104 -0.2 0.5 -0.3 0.423
C 5.749651 1.035436 0.963438 1.5 -0.1 -0.5 -0.371
O 5.442093 1.141220 2.361955 -0.5 0.1 0.7 -0.360
P 3.985735 0.902224 2.890940 0.0 1.2 -1.0 0.218
O 3.503885 -0.484647 2.694558 -0.3 -0.5 0.9 -0.035
O 4.006876 1.369458 4.406886 -0.5 -1.0 -1.2 -0.355
C 4.360629 2.715029 4.664967 2.1 0.7 1.1 -0.732
O 3.203822 2.054940 2.078794 -0.2 -1.3 0.7 -0.082
C 1.826001 1.803184 1.764953 -1.5 -0.2 -0.3 0.107
H 6.522424 0.268093 0.911981 -0.3 -0.2 -0.2 0.298
H 6.261840 1.944494 0.650351 -0.4 0.2 0.1 0.258
H 4.934243 0.828281 0.273654 -0.3 0.0 0.4 0.117
H 3.560090 3.336453 5.057230 -0.3 -0.3 -0.4 0.266
H 4.943883 3.187984 3.873368 -0.8 0.0 -0.5 0.311
H 5.152488 2.646696 5.418022 -0.4 0.0 0.4 0.304
H 1.160296 2.644365 1.957135 0.7 0.5 0.1 0.222
H 1.372686 0.984487 2.327143 0.5 -0.3 0.1 0.082
H 1.692416 1.570861 0.709995 0.4 0.0 0.0 -0.150
C -1.054294 -3.702314 -2.793494 0.6 -0.8 -1.0 -0.674
O -1.239776 -2.321720 -3.086900 0.0 0.4 -0.6 -0.336
P -0.207389 -1.518421 -3.998218 -0.5 0.9 0.8 1.206
O 1.216666 -1.793431 -3.738196 -0.8 0.3 -0.2 -1.018
O -0.658545 -1.795390 -5.484175 -0.7 -0.4 0.6 -0.371
C 0.098473 -1.578761 -6.666934 -0.1 0.1 -0.3 -0.665
O -0.727894 -0.012455 -3.666472 1.7 -1.5 -1.0 -0.076
C -2.101915 0.247897 -3.495220 -0.5 0.3 1.0 -0.400
H -0.413681 -4.155087 -3.555336 0.4 0.1 0.3 0.435
H -1.966018 -4.281821 -2.933580 -0.4 0.5 0.6 0.370
H -0.596497 -3.794444 -1.813387 -0.2 -0.1 0.0 0.087
H 0.973412 -0.963200 -6.463869 0.1 -0.1 -0.1 0.268
H -0.560280 -1.081120 -7.378073 0.1 0.2 0.1 0.274
H 0.349947 -2.544135 -7.104080 0.3 0.0 0.2 0.267
H -2.166560 0.483875 -2.429870 -0.6 -0.2 0.0 -0.249
H -2.719060 -0.609886 -3.754025 -0.1 0.1 0.0 0.460
H -2.428036 1.146473 -4.019947 0.3 -0.1 -0.4 0.327
Cl -2.657956 -5.467071 0.263653 -0.1 -0.2 0.0 -0.133
C -1.203263 -6.228548 0.961910 -0.1 -0.2 0.7 -0.149
C 0.017081 -5.805191 0.229485 1.0 0.4 -0.7 0.222
Cl 0.209089 -6.677290 -1.329248 -0.2 0.0 -0.1 -0.203
H -1.291896 -7.313410 0.987393 -0.3 0.1 -0.3 0.446
H -1.168912 -5.914212 2.004070 0.1 0.1 0.0 -0.092
H 0.964219 -5.965862 0.740014 -0.3 -0.2 0.4 0.319
H 0.000194 -4.747929 -0.028909 -0.1 0.0 0.2 -0.431
Cl -2.235929 -4.960207 4.531725 0.3 -0.1 0.4 -0.186
C -1.140051 -3.771785 3.773357 -0.5 -0.8 -1.1 0.134
C -1.308664 -2.359086 4.218710 0.2 0.6 -0.4 0.746
Cl -3.035567 -1.794350 4.215424 0.8 -0.3 0.3 -0.154
H -1.379039 -3.875107 2.713228 -0.2 0.4 0.0 -0.567
H -0.105790 -4.114578 3.805823 0.0 0.1 0.6 0.431
H -0.816395 -1.786095 3.429823 0.1 0.0 0.6 -0.811
H -0.799096 -2.141354 5.154354 -0.6 0.0 0.3 0.431
Cl -5.829437 -0.091689 0.434462 0.0 -0.1 -0.1 -0.226
C -4.603097 -0.966784 1.400311 -0.2 -0.5 0.3 0.260
C -4.362775 -2.398550 0.919704 0.7 0.4 -0.3 0.705
Cl -5.782593 -3.441736 0.977113 -0.5 0.0 0.0 -0.203
H -4.969145 -0.984202 2.424320 -0.1 0.0 -0.1 0.383
H -3.713703 -0.339827 1.383652 0.2 -0.3 -0.2 -0.492
H -3.620295 -2.921602 1.520554 0.1 0.4 0.2 -0.567
H -3.982986 -2.417345 -0.101484 -0.1 0.1 -0.1 0.145
```
Positions in Å, forces in eV/Å.

Summary:
* gap between HOMO and LUMO: 6.73 eV
* molecular weight: 991.3 u
* ΔE to the lowest compared entry with this formula, charge and spin: 0.0 kJ/mol
* E_tot: -7029.16185 Eh
* LUMO: -1.44 eV
* 2S+1: 1